[1]
13
Properties=species:S:1:pos:R:3:mulliken_charge:R:1 method="wB97M-V/def2-TZVPD" relative_energy_kj_mol=61.5 homo_lumo_gap_ev=11.79 spin_multiplicity=1 smiles=N.O.O.O
O -4.0388 -3.3002 1.4324 -0.64
O -4.8415 1.0890 0.1791 -0.64
O 3.7272 0.9644 0.6499 -0.68
N 5.1553 1.0669 -2.1580 -0.71
H 2.9202 1.3984 0.9550 0.31
H 3.7232 0.8668 -0.3081 0.36
H -4.7737 1.9561 0.5948 0.32
H -5.6566 1.0391 -0.3232 0.32
H -3.4479 -3.0784 2.1576 0.32
H 5.8752 1.7699 -2.0093 0.23
H -3.5125 -3.2037 0.6248 0.32
H 5.0713 0.9279 -3.1617 0.24
H 5.5912 0.1763 -1.9214 0.25

[2]
101
Properties=species:S:1:pos:R:3:mulliken_charge:R:1 method="wB97M-V/def2-TZVPD" total_charge=+1 relative_energy_kj_mol=0.0 homo_lumo_gap_ev="8.32 / 8.97" spin_multiplicity=2
V -0.0829 -1.6490 0.1548 0.47
Cl 3.0017 -2.5146 -1.9500 1.92
O 4.0233 -2.6094 -0.9520 -0.67
O 2.7979 -3.7773 -2.5716 -0.70
O -1.8188 4.1253 2.9452 -0.32
O 1.8395 -4.6164 2.5919 -0.46
O -0.8661 -2.6601 -1.7000 1.02
O 1.7658 -2.1320 -1.2972 -1.01
O -0.1042 -0.1994 -0.4578 0.06
O -1.5342 1.2558 -2.5857 0.19
O 1.8175 -0.9789 1.3505 1.00
O 1.4664 4.2805 -1.0392 -0.21
O 3.3140 -1.4882 -2.8998 -0.74
O -2.3597 -1.5716 0.2635 0.67
N -0.7193 -1.2042 2.2326 0.79
N -0.9281 1.5561 3.1366 -0.52
N -0.1331 -3.8619 0.6961 -0.01
N 1.3131 1.4201 -3.3132 -0.56
C -2.4398 5.3475 3.2740 -0.80
C 0.4423 2.7614 1.5541 -0.77
C 1.2864 3.6554 -2.2893 -0.78
C 0.0717 2.6774 3.0361 -0.13
C -1.2057 -4.0312 -1.6360 -0.92
C -3.0114 -1.3950 1.5198 -0.90
C -1.2433 -4.3794 -0.1362 -0.75
C -3.2416 -1.2795 -0.8419 -1.30
C 1.7428 2.2323 -2.1595 2.39
C 2.9155 -0.1894 0.9369 -0.81
C 0.9984 5.5917 -0.9353 -0.93
C 2.2584 -4.4317 1.2445 -0.63
C -1.8737 1.8090 -4.9200 -1.40
C -2.3443 2.0275 -3.4676 0.85
C 2.9059 -4.4136 3.4901 -0.69
C 1.6468 -0.9538 2.7557 -0.59
C 1.0411 -4.6913 0.3742 -0.98
C 3.2671 2.1290 -1.9480 -1.75
C -2.0116 -1.8251 2.5760 -0.78
C -0.5463 3.9591 3.5402 -1.10
C 0.3585 -1.6787 3.1131 -1.42
C -0.9526 -2.1262 -3.0163 -1.14
C -3.7666 1.5241 -3.3358 -1.48
H 0.5494 1.7916 1.0753 -0.55
H 1.5317 1.9190 -4.1715 0.28
H 2.6842 -4.7759 4.4933 0.25
H -2.3013 3.0981 -3.2395 0.16
H -4.2634 -1.0588 -0.5317 0.52
H -2.6046 5.4756 4.3469 0.32
H 3.5729 1.0838 -1.9222 0.43
H -1.8065 2.0375 2.9088 0.28
H -0.3437 -2.6686 -3.7391 0.42
H -3.3208 -0.3584 1.6642 0.47
H -0.6859 4.0355 4.6282 0.56
H 3.5714 2.6094 -1.0110 0.32
H 3.8770 -0.4523 1.3873 0.27
H 1.2205 6.1908 -1.8303 0.37
H 1.3678 1.7904 -1.2320 -1.34
H 3.8389 2.7289 -2.6638 0.41
H -4.4086 1.9054 -4.1320 0.43
H 0.0603 4.8332 3.2564 0.47
H 1.7988 4.2259 -3.0759 0.43
H 1.3752 -4.5156 -0.6521 0.25
H 3.8118 -4.9417 3.1751 0.38
H -2.8280 -0.4120 -1.3573 0.23
H 0.9329 2.3698 3.6307 0.49
H -2.1336 0.8035 -5.2610 0.30
H -3.3477 5.4673 2.6930 0.26
H 2.7366 -3.4792 0.9853 0.02
H -3.8203 0.4358 -3.4206 0.24
H -0.8151 1.9905 -5.0829 0.29
H -2.1572 -4.3115 -2.0892 0.46
H 1.4334 6.1173 -0.0889 0.27
H -0.1005 5.5924 -0.8702 0.32
H -4.1984 1.8022 -2.3717 0.33
H 1.3666 3.3261 1.3923 0.52
H -1.8744 -2.9069 2.6391 0.44
H -0.4147 -4.6345 -2.0946 0.42
H -1.4551 -5.4438 0.0100 0.59
H 0.8185 -5.7626 0.4145 0.61
H -2.4354 -1.5273 3.5418 0.44
H 0.5555 -2.7509 3.0311 0.87
H 2.5048 -1.3988 3.2629 0.41
H -1.9676 -1.9389 -3.3744 0.33
H -0.3245 -4.0913 1.6712 0.38
H -3.3224 -2.1658 -1.4687 0.24
H -2.1693 -3.9540 0.2665 0.06
H 1.5343 0.0708 3.1289 -0.06
H -0.8850 -0.2162 2.5516 -0.46
H -3.8913 -2.0349 1.6262 0.47
H -0.2586 3.3603 0.9674 0.44
H 2.7341 0.8608 1.1897 0.27
H 3.0232 -5.1860 1.0318 0.71
H 3.0824 -0.2537 -0.1346 -0.21
H -0.5383 -1.1147 -2.9867 0.09
H 1.9192 0.6021 -3.2934 0.14
H 0.1552 -1.4549 4.1651 0.48
H 3.1542 -3.3498 3.5858 0.21
H -2.4423 2.4588 -5.5930 0.46
H 0.2182 3.6848 -2.5582 0.26
H -0.6029 1.2625 -2.9084 -0.16
H -1.7561 6.1501 2.9593 0.30
H -1.0463 1.3844 4.1419 0.28

[3]
13
Properties=species:S:1:pos:R:3:mulliken_charge:R:1 method="wB97M-V/def2-TZVPD" relative_energy_kj_mol=206.6 homo_lumo_gap_ev=10.15 spin_multiplicity=1 smiles="C=CC#N.C=C"
N -2.5944 1.0574 1.1605 -0.41
C -0.3761 1.6351 -0.0541 -0.19
C 0.8550 -1.7011 -0.0992 -0.62
C -0.3034 -1.5493 -0.7282 -0.47
C -1.6031 1.3201 0.6218 0.30
C 0.8044 1.2830 0.4484 -0.57
H -1.2479 -1.5090 -0.1895 0.29
H -0.3533 -1.4066 -1.8052 0.24
H 0.8855 0.7600 1.3961 0.28
H 1.8040 -1.6861 -0.6302 0.27
H 1.7240 1.4717 -0.0959 0.29
H -0.4695 2.1121 -1.0241 0.31
H 0.9058 -1.8053 0.9826 0.28

[4]
45
Properties=species:S:1:pos:R:3:mulliken_charge:R:1 method="wB97M-V/def2-TZVPD" total_charge=-1 relative_energy_kj_mol=30.4 homo_lumo_gap_ev=6.07 spin_multiplicity=1
Yb -1.0389 0.0175 -0.4463 0.89
Cl -0.8654 1.6828 -2.3205 -0.18
Cl -3.2018 3.2830 -1.7599 -0.12
Cl -0.6400 4.5087 -1.7099 -0.13
S -3.3057 -1.8927 -0.4747 -0.46
Si 2.7019 0.7902 -0.5604 0.11
F -0.4683 -2.2561 -0.4616 0.06
O -2.9713 0.8693 -0.1964 -0.41
O -1.9471 3.6281 0.9483 -0.67
O -0.6690 1.7943 0.6537 -0.58
N 1.4295 -0.3802 -0.5951 -0.21
N -3.8239 0.4118 0.6864 0.11
C -5.6585 -0.5343 2.4922 0.01
C 1.8063 -1.6883 -0.5311 0.36
C 3.3798 -3.5816 -0.4466 -1.18
C 0.8339 -2.7009 -0.4636 0.66
C 1.0461 -4.0512 -0.3974 -0.91
C 3.7187 0.6518 1.0457 -1.13
C -1.3759 2.7727 0.2987 0.40
C 3.1239 -2.2237 -0.5202 -0.18
C 2.3552 -4.5176 -0.3858 -0.42
C -4.3847 1.2591 1.5693 -0.02
C -5.0804 -1.3877 1.5797 -0.89
C 3.8376 0.6410 -2.0888 -1.13
C -5.2975 0.8146 2.4904 -0.91
C -4.1276 -0.9284 0.6567 0.39
C -1.5136 3.0234 -1.3078 0.61
C 2.1954 2.5983 -0.5992 -0.88
H 4.4106 -3.9188 -0.4383 0.36
H 3.2779 0.9234 -2.9845 0.28
H 1.5834 2.8761 0.2572 0.18
H 4.2118 -0.3715 -2.2488 0.40
H -5.3276 -2.4382 1.5520 0.38
H 1.6656 2.8584 -1.5100 0.17
H 4.6998 1.3098 -2.0118 0.33
H -4.0500 2.2850 1.4957 0.47
H 3.9630 -1.5462 -0.5749 0.29
H -6.3779 -0.9092 3.2089 0.37
H 4.0549 -0.3653 1.2521 0.41
H 4.5973 1.3028 1.0318 0.34
H 3.1022 3.2115 -0.5741 0.40
H -5.7214 1.5143 3.1958 0.37
H 0.1952 -4.7199 -0.3612 0.43
H 3.0868 0.9603 1.8826 0.29
H 2.5696 -5.5761 -0.3284 0.35